# 1
{
  "formula": "C47H45N4OP2STl",
  "method": "ωB97M-V/def2-TZVPD",
  "symbols": ["Tl", "O", "C", "C", "C", "C", "C", "C", "P", "C", "C", "C", "C", "C", "C", "C", "C", "C", "C", "C", "C", "C", "C", "C", "C", "C", "C", "P", "C", "C", "C", "C", "C", "C", "C", "C", "C", "C", "C", "C", "H", "H", "H", "H", "H", "H", "H", "H", "H", "H", "H", "H", "H", "H", "H", "H", "H", "H", "H", "H", "H", "H", "H", "H", "H", "H", "H", "H", "C", "C", "C", "C", "H", "H", "H", "H", "H", "H", "H", "H", "H", "N", "C", "C", "C", "C", "C", "N", "C", "H", "H", "H", "H", "N", "C", "N", "S", "H", "H", "H", "H"],
  "positions_angstrom": [[-0.78479, 2.10407, -0.24412], [1.18371, -1.47210, 1.58082], [0.44590, -2.36589, 2.34784], [0.92633, -3.70923, 2.54698], [0.26811, -4.56616, 3.40945], [-0.90593, -4.12827, 4.07389], [-1.42733, -2.87771, 3.76620], [-0.83073, -2.01991, 2.81400], [-1.82920, -0.59799, 2.25357], [-2.35405, 0.26280, 3.72325], [-1.72627, 0.04886, 4.95291], [-2.04731, 0.85533, 6.05752], [-2.94555, 1.92258, 5.94095], [-3.64539, 2.04590, 4.72739], [-3.27821, 1.29309, 3.64477], [-3.36891, -1.50151, 1.75776], [-4.66425, -1.15074, 2.15720], [-5.73998, -1.99246, 1.76528], [-5.50045, -3.17121, 1.04633], [-4.25045, -3.50299, 0.54829], [-3.18275, -2.62234, 0.88381], [2.57255, -1.39306, 1.66782], [3.31108, -1.79961, 2.78188], [4.73813, -1.78877, 2.70119], [5.36341, -1.38175, 1.56010], [4.64918, -0.99012, 0.44089], [3.25998, -0.87827, 0.55939], [2.39423, 0.16806, -0.71106], [2.69135, -0.63264, -2.31259], [2.76823, -2.03206, -2.38944], [3.03328, -2.62410, -3.63815], [3.25843, -1.85513, -4.80207], [3.10491, -0.47330, -4.68317], [2.83979, 0.15305, -3.48283], [3.56738, 1.52465, -0.92476], [4.74957, 1.46320, -1.68848], [5.56236, 2.56780, -1.90462], [5.16862, 3.78122, -1.40646], [3.96223, 3.92731, -0.67938], [3.16202, 2.80838, -0.52360], [1.81642, -3.99588, 1.96537], [0.52425, -5.57321, 3.61576], [-1.41991, -4.76796, 4.77354], [-2.38381, -2.62072, 4.18655], [-0.85897, -0.64883, 5.02675], [-1.60061, 0.55842, 6.99841], [-3.05418, 2.66653, 6.70074], [-4.50206, 2.71825, 4.64310], [-3.69671, 1.56501, 2.67667], [-4.94309, -0.25009, 2.70687], [-6.77223, -1.76188, 2.03095], [-6.28962, -3.94186, 0.94655], [-4.12175, -4.32528, -0.17815], [-2.15552, -2.83268, 0.56055], [2.80384, -2.12667, 3.70722], [5.27303, -2.10771, 3.59969], [6.44537, -1.31795, 1.51993], [5.18906, -0.76571, -0.47070], [2.67591, -2.64777, -1.47636], [3.19114, -3.71122, -3.67126], [3.43944, -2.37493, -5.74799], [3.10402, 0.09693, -5.58900], [2.71022, 1.22104, -3.36758], [5.12143, 0.49652, -2.03367], [6.49207, 2.48532, -2.48063], [5.79872, 4.66535, -1.57576], [3.66109, 4.87541, -0.23007], [2.19587, 2.92437, -0.00625], [-1.80917, 3.25904, -4.73289], [-1.43058, 3.55015, -3.29574], [-0.21225, 4.45649, -3.23304], [-1.26480, 2.21960, -2.62209], [-2.17252, 4.16928, -5.25214], [-2.57174, 2.49142, -4.78175], [-0.98209, 2.89446, -5.44240], [-2.39005, 4.08234, -2.92007], [0.71652, 3.88316, -3.37648], [-0.17557, 4.90247, -2.25728], [-0.28403, 5.25739, -3.97937], [-0.37390, 1.70529, -2.96180], [-2.08393, 1.49780, -2.57418], [-2.38907, -5.26507, -1.76985], [-2.22585, -4.28637, -2.38094], [-2.04273, -3.18241, -3.27384], [-2.03879, -3.48455, -4.61054], [-1.94418, -2.52863, -5.54415], [-2.11643, -1.21957, -5.07250], [-2.20875, -0.85028, -3.79377], [-2.15732, -1.83679, -2.86548], [-2.13585, -4.53847, -4.87996], [-1.73298, -2.66989, -6.58372], [-2.23378, -0.41401, -5.75493], [-2.12414, -1.54146, -1.79643], [0.07501, 5.49097, 3.69764], [-0.27764, 4.47281, 2.90642], [-0.57922, 3.29815, 3.45362], [-0.29475, 4.73173, 1.20477], [0.06753, 5.38338, 4.70050], [0.14113, 6.40699, 3.30710], [-0.83098, 3.18899, 4.42987], [-1.05976, 2.57382, 2.90541]],
  "atomic_forces_ev_per_a": [[0.7, 0.2, 0.1], [-0.3, 0.2, 0.1], [0.3, -1.2, 0.0], [0.1, 1.1, -0.3], [-1.4, 1.2, 0.3], [0.7, 0.9, -0.7], [0.1, -1.0, -0.5], [0.8, 0.1, 0.6], [-0.2, -0.2, -1.1], [1.0, 0.4, 1.0], [0.6, 0.1, 0.2], [0.1, -0.2, -0.3], [0.1, -1.0, -1.0], [0.0, 0.7, 1.0], [-0.5, 0.0, -1.0], [0.1, -0.6, -0.9], [-1.2, -0.7, -0.8], [0.8, -0.1, 0.1], [-0.8, -0.7, 0.4], [1.3, 1.5, -0.2], [-0.5, -0.1, 0.4], [0.5, -0.4, 0.4], [0.6, -0.2, 0.0], [-2.1, -0.1, 1.4], [1.1, 0.0, -0.7], [-0.6, 0.0, 1.0], [-0.5, 0.1, -1.3], [-0.1, -0.1, 0.2], [-0.1, -0.7, -0.4], [0.2, 0.2, -0.5], [0.8, -0.2, 0.0], [-0.8, -0.6, 1.5], [-0.2, -0.2, -0.7], [-0.5, -1.0, 1.1], [0.2, 1.6, -0.8], [0.4, -0.9, 0.7], [-0.1, -0.5, -0.4], [-0.5, 1.7, 0.8], [0.8, -0.3, -0.6], [-0.4, -0.2, 0.7], [-0.4, 0.0, 0.6], [0.8, -0.7, -0.2], [0.0, -0.1, 0.0], [-0.2, 0.2, 0.1], [-1.1, 0.4, 0.1], [0.2, 0.5, 0.1], [-0.4, -0.1, 0.6], [0.6, 0.2, 0.0], [-0.2, -0.3, 0.1], [0.5, -0.4, 0.0], [0.4, 0.0, 0.2], [0.2, 0.9, -0.2], [0.1, 0.4, 0.9], [-0.4, -0.1, 0.0], [0.4, 0.1, -0.7], [0.0, 0.2, -0.4], [0.0, -0.3, 0.0], [-0.3, 0.3, 0.2], [0.0, 0.4, -0.7], [-0.3, 0.5, -0.1], [0.1, 0.5, 0.3], [0.3, 0.5, -0.3], [0.1, 0.0, -0.4], [-0.3, 0.3, -0.1], [-0.5, -0.1, 0.3], [-0.3, -0.4, 0.1], [0.1, -0.2, -0.4], [0.4, -0.1, -0.1], [0.7, -0.9, -2.6], [-1.6, 1.1, 1.2], [0.0, -0.2, 0.0], [-0.1, -0.3, -0.7], [0.0, -0.4, 0.7], [-0.4, 0.0, -0.1], [-0.7, 0.4, 1.4], [1.7, -0.7, -0.1], [-0.2, 0.2, -0.2], [0.3, 0.4, 0.6], [0.1, -0.3, 0.2], [0.5, -0.2, 0.3], [-0.1, 0.4, 0.0], [0.3, 1.8, -0.8], [0.0, -1.8, 1.2], [-1.2, 1.2, 1.4], [0.2, -2.6, -0.2], [0.0, 2.5, -0.2], [0.2, -0.2, 0.3], [0.0, -1.0, 0.9], [0.8, 0.1, -0.6], [0.4, 0.3, 0.0], [-0.4, -0.4, -0.4], [0.2, 0.6, -0.7], [-0.3, -0.3, -0.8], [-0.3, -0.9, 0.0], [0.0, 0.3, -0.1], [-0.8, -1.0, -0.1], [-0.2, -1.0, -0.2], [0.0, 0.1, 0.0], [0.2, 0.4, -0.1], [0.3, 0.3, 0.1], [0.6, 0.7, 0.1]],
  "lowdin_charge": [0.893, -0.049, -0.235, 0.003, -0.034, -0.041, -0.095, -0.311, 1.095, -0.429, -0.076, -0.056, -0.058, -0.073, -0.172, -0.356, -0.076, -0.054, -0.081, -0.059, -0.092, -0.265, 0.003, -0.046, -0.080, -0.063, -0.272, 1.097, -0.391, -0.083, -0.066, -0.054, -0.080, -0.109, -0.391, -0.103, -0.064, -0.066, -0.061, -0.131, 0.135, 0.105, 0.112, 0.114, 0.121, 0.113, 0.105, 0.122, 0.111, 0.090, 0.112, 0.124, 0.090, 0.095, 0.130, 0.120, 0.118, 0.102, 0.113, 0.112, 0.115, 0.103, 0.101, 0.108, 0.125, 0.119, 0.110, 0.042, -0.076, -0.504, -0.057, -0.163, 0.108, 0.075, 0.124, 0.175, 0.095, 0.058, 0.102, 0.057, 0.033, 0.186, -0.170, -0.205, -0.034, -0.022, -0.114, 0.061, -0.057, 0.144, 0.119, 0.099, 0.113, 0.134, -0.870, 0.131, 0.565, 0.131, 0.107, 0.114, 0.056],
  "total_charge": 2,
  "homo_ev": [-12.7, -12.7],
  "orbital_gap_ha": [0.1565, 0.1563]
}

# 2
{
  "formula": "C47H45O6P4Sr",
  "method": "ωB97M-V/def2-TZVPD",
  "symbols": ["Sr", "O", "C", "C", "C", "C", "C", "C", "C", "P", "C", "C", "C", "C", "C", "C", "C", "C", "C", "C", "C", "C", "H", "H", "H", "H", "H", "H", "H", "H", "H", "H", "H", "H", "H", "H", "O", "P", "C", "P", "O", "C", "C", "C", "C", "C", "C", "C", "C", "C", "C", "C", "C", "C", "C", "C", "C", "C", "C", "C", "C", "C", "C", "C", "C", "H", "H", "H", "H", "H", "H", "H", "H", "H", "H", "H", "H", "H", "H", "H", "H", "H", "H", "H", "H", "H", "H", "C", "O", "P", "O", "C", "O", "C", "H", "H", "H", "H", "H", "H", "H", "H", "H"],
  "positions_angstrom": [[0.47984, 0.26412, 1.25083], [0.44565, 0.73790, 3.96043], [-0.38156, -0.09844, 3.57337], [-1.36285, -0.76857, 4.46855], [-1.64894, -0.48364, 5.79700], [-2.62455, -1.21894, 6.45403], [-3.29966, -2.23445, 5.78490], [-3.01324, -2.52964, 4.45615], [-2.04622, -1.78595, 3.79301], [-1.49354, -2.02362, 2.05172], [0.14178, -2.84122, 2.29092], [0.52550, -3.45803, 3.48259], [1.77500, -4.04776, 3.59893], [2.67181, -4.01942, 2.53779], [2.30782, -3.40748, 1.34913], [1.04586, -2.83478, 1.22919], [-2.53826, -3.43523, 1.51079], [-3.84654, -3.12918, 1.13129], [-4.70289, -4.11424, 0.66634], [-4.25261, -5.42321, 0.54572], [-2.94933, -5.73666, 0.90146], [-2.09878, -4.75064, 1.38796], [-1.10554, 0.30911, 6.29680], [-2.86193, -1.00961, 7.48909], [-4.05729, -2.80668, 6.30515], [-3.54193, -3.32985, 3.95453], [-0.15762, -3.47677, 4.32274], [2.05336, -4.53046, 4.52712], [3.64844, -4.47431, 2.63870], [2.99600, -3.38434, 0.51340], [0.74800, -2.39999, 0.27792], [-4.19888, -2.10483, 1.20327], [-5.71976, -3.86202, 0.39316], [-4.91716, -6.19552, 0.18052], [-2.59387, -6.75543, 0.81285], [-1.08793, -5.01581, 1.67251], [0.78700, -0.05225, -1.21926], [-0.25095, 0.22610, -2.26882], [-1.18995, 1.75242, -1.94011], [-0.23373, 2.99777, -1.00785], [0.06721, 2.49715, 0.37613], [1.24058, 3.32398, -1.96850], [2.48530, 3.05667, -1.40864], [3.63608, 3.29880, -2.14677], [3.53981, 3.79683, -3.43761], [2.29540, 4.05904, -4.00021], [1.14562, 3.82658, -3.26678], [-1.23443, 4.48349, -1.01804], [-0.60772, 5.72742, -1.08180], [-1.36109, 6.88791, -0.99941], [-2.73848, 6.81167, -0.85422], [-3.36770, 5.57605, -0.78447], [-2.61838, 4.41408, -0.86227], [-1.46925, -1.08795, -2.33809], [-2.83031, -0.88445, -2.54713], [-3.70141, -1.96410, -2.53110], [-3.21857, -3.24449, -2.30437], [-1.86036, -3.45492, -2.10689], [-0.98595, -2.38170, -2.13013], [0.51570, 0.43404, -3.87363], [-0.25527, 0.60433, -5.02229], [0.36577, 0.78971, -6.24570], [1.75399, 0.79491, -6.32298], [2.52082, 0.61492, -5.18160], [1.90396, 0.43777, -3.95171], [-2.07291, 1.51247, -1.34382], [-1.52700, 2.18238, -2.88738], [2.55711, 2.67038, -0.39950], [4.60621, 3.10921, -1.70570], [4.43851, 3.98824, -4.00950], [2.22443, 4.44820, -5.00704], [0.17707, 4.04838, -3.70191], [0.46700, 5.79054, -1.19824], [-0.87196, 7.85130, -1.04897], [-3.32507, 7.71859, -0.79237], [-4.44114, 5.51917, -0.66513], [-3.12124, 3.45725, -0.79154], [-3.22614, 0.11044, -2.71423], [-4.75994, -1.80274, -2.68590], [-3.90232, -4.08203, -2.27324], [-1.48653, -4.45349, -1.92489], [0.07396, -2.54320, -1.97558], [-1.33859, 0.57528, -4.96778], [-0.22857, 0.91785, -7.14039], [2.23674, 0.93347, -7.28144], [3.60087, 0.61608, -5.24699], [2.48915, 0.30870, -3.05031], [4.47581, -0.21055, -0.48617], [4.67595, -0.22640, 0.92802], [3.56796, 0.48565, 1.85330], [4.13092, 0.16885, 3.31003], [3.51121, -0.85532, 4.10508], [4.01929, 2.02728, 1.67170], [3.36943, 2.99430, 2.51361], [5.04613, -1.03674, -0.90343], [4.83834, 0.72837, -0.90597], [3.41720, -0.33491, -0.74260], [4.17705, -1.71457, 4.14663], [2.54801, -1.15790, 3.68716], [3.35135, -0.44968, 5.10047], [3.89215, 3.05901, 3.46601], [2.32454, 2.72845, 2.70221], [3.41312, 3.95147, 2.00019]],
  "atomic_forces_ev_per_a": [[0.2, 0.1, 0.4], [0.1, 0.0, -0.1], [-0.1, -0.1, -0.1], [0.0, 0.0, 0.0], [0.0, 0.0, 0.0], [0.0, 0.0, 0.0], [0.0, 0.0, 0.0], [0.0, 0.0, 0.0], [0.0, 0.0, 0.0], [0.0, -0.1, 0.0], [-0.1, 0.0, 0.0], [0.0, 0.0, 0.0], [0.0, 0.0, 0.0], [0.0, 0.0, 0.0], [0.0, 0.0, 0.0], [0.0, 0.0, -0.1], [0.0, 0.0, 0.0], [0.0, 0.0, 0.0], [0.0, 0.0, 0.0], [0.0, 0.0, 0.0], [0.0, 0.0, 0.0], [0.0, 0.0, 0.0], [0.0, 0.0, 0.0], [0.0, 0.0, 0.0], [0.0, 0.0, 0.0], [0.0, 0.0, 0.0], [0.0, 0.0, 0.0], [0.0, 0.0, 0.0], [0.0, 0.0, 0.0], [0.0, 0.0, 0.0], [0.0, 0.0, -0.1], [0.0, 0.0, 0.0], [0.0, 0.0, 0.0], [0.0, 0.0, 0.0], [0.0, 0.0, 0.0], [0.0, 0.0, 0.0], [0.0, 0.0, 0.3], [-0.1, -0.1, -0.2], [0.0, 0.1, 0.0], [-0.1, 0.0, 0.0], [0.0, -0.1, -0.1], [0.0, 0.0, 0.0], [0.0, 0.0, 0.0], [0.0, 0.0, 0.0], [0.0, 0.0, 0.0], [0.0, 0.0, 0.0], [0.0, 0.0, 0.0], [0.0, 0.0, 0.0], [0.0, 0.0, 0.0], [0.0, 0.0, 0.0], [0.0, 0.0, 0.0], [0.0, 0.0, 0.0], [0.0, 0.0, 0.0], [0.1, -0.1, 0.0], [0.0, 0.0, 0.0], [0.0, 0.0, 0.0], [0.0, 0.0, 0.0], [0.0, 0.0, 0.0], [0.0, 0.0, 0.0], [0.0, 0.0, 0.0], [0.0, 0.0, 0.0], [0.0, 0.0, 0.0], [0.0, 0.0, 0.0], [0.0, 0.0, 0.0], [0.0, 0.0, 0.0], [0.0, 0.0, 0.0], [0.0, 0.0, 0.0], [0.0, 0.0, 0.0], [0.0, 0.0, 0.0], [0.0, 0.0, 0.0], [0.0, 0.0, 0.0], [0.0, 0.0, 0.0], [0.0, 0.0, 0.0], [0.0, 0.0, 0.0], [0.0, 0.0, 0.0], [0.0, 0.0, 0.0], [0.0, 0.0, 0.0], [0.0, 0.0, 0.0], [0.0, 0.0, 0.0], [0.0, 0.0, 0.0], [0.0, 0.0, 0.0], [0.0, 0.0, 0.0], [0.0, 0.0, 0.0], [0.0, 0.0, 0.0], [0.0, 0.0, 0.0], [0.0, 0.0, 0.0], [0.0, 0.0, 0.0], [0.0, 0.0, 0.0], [0.0, 0.0, 0.0], [0.0, 0.0, 0.0], [0.0, 0.0, 0.0], [0.0, 0.0, 0.0], [0.0, 0.0, 0.0], [0.0, 0.0, 0.0], [0.0, 0.0, 0.0], [0.0, 0.0, 0.0], [0.0, 0.0, 0.0], [0.0, 0.0, 0.0], [0.0, 0.0, 0.0], [0.0, 0.0, 0.0], [0.0, 0.0, 0.0], [0.0, 0.0, 0.0], [0.0, 0.0, 0.0]],
  "lowdin_charge": [1.229, -0.119, -0.458, -0.254, -0.015, -0.067, -0.066, -0.068, -0.329, 1.033, -0.405, -0.068, -0.066, -0.080, -0.074, -0.158, -0.386, -0.127, -0.096, -0.090, -0.078, -0.081, 0.118, 0.106, 0.107, 0.103, 0.116, 0.113, 0.112, 0.111, 0.065, 0.106, 0.107, 0.106, 0.106, 0.101, -0.478, 0.736, -0.288, 0.740, -0.474, -0.301, -0.060, -0.059, -0.059, -0.063, -0.080, -0.276, -0.065, -0.059, -0.059, -0.064, -0.071, -0.278, -0.078, -0.061, -0.064, -0.054, -0.071, -0.281, -0.073, -0.063, -0.062, -0.064, -0.069, 0.069, 0.086, 0.089, 0.109, 0.113, 0.114, 0.120, 0.112, 0.113, 0.113, 0.112, 0.104, 0.102, 0.112, 0.110, 0.115, 0.106, 0.111, 0.111, 0.112, 0.113, 0.097, -0.119, -0.300, 0.732, -0.285, -0.095, -0.328, -0.105, 0.092, 0.075, 0.054, 0.089, 0.049, 0.097, 0.092, 0.070, 0.089],
  "total_charge": 1,
  "homo_ev": -8.7,
  "orbital_gap_ha": 0.2488
}

Let's list E_tot in order: -3364.99142 -3665.60912 a.u..
Let's list energy above the lowest of the compared OMol25 structures with the same formula, charge and spin in order: 0.0 0.0 kJ/mol.